{
  "formula": "C72H168F8N6O18P4S8",
  "method": "ωB97M-V/def2-TZVPD",
  "de_lowest_ev": 1.834,
  "spin_multiplicity": 1,
  "homo_lumo_gap_ev": 8.7,
  "largest_force_ev_per_a": 12.012,
  "total_charge": 2,
  "symbols": ["C", "C", "C", "O", "C", "N", "H", "H", "H", "H", "H", "H", "H", "H", "H", "H", "H", "H", "C", "C", "C", "O", "C", "N", "H", "H", "H", "H", "H", "H", "H", "H", "H", "H", "H", "H", "C", "C", "C", "C", "P", "C", "C", "C", "C", "C", "C", "C", "C", "C", "C", "C", "C", "H", "H", "H", "H", "H", "H", "H", "H", "H", "H", "H", "H", "H", "H", "H", "H", "H", "H", "H", "H", "H", "H", "H", "H", "H", "H", "H", "H", "H", "H", "H", "H", "H", "H", "H", "H", "C", "C", "C", "C", "P", "C", "C", "C", "C", "C", "C", "C", "C", "C", "C", "C", "C", "H", "H", "H", "H", "H", "H", "H", "H", "H", "H", "H", "H", "H", "H", "H", "H", "H", "H", "H", "H", "H", "H", "H", "H", "H", "H", "H", "H", "H", "H", "H", "H", "H", "H", "H", "H", "C", "C", "C", "C", "P", "C", "C", "C", "C", "C", "C", "C", "C", "C", "C", "C", "C", "H", "H", "H", "H", "H", "H", "H", "H", "H", "H", "H", "H", "H", "H", "H", "H", "H", "H", "H", "H", "H", "H", "H", "H", "H", "H", "H", "H", "H", "H", "H", "H", "H", "H", "H", "H", "C", "C", "C", "C", "P", "C", "C", "C", "C", "C", "C", "C", "C", "C", "C", "C", "C", "H", "H", "H", "H", "H", "H", "H", "H", "H", "H", "H", "H", "H", "H", "H", "H", "H", "H", "H", "H", "H", "H", "H", "H", "H", "H", "H", "H", "H", "H", "H", "H", "H", "H", "H", "H", "N", "S", "O", "O", "F", "S", "O", "O", "F", "N", "S", "O", "O", "F", "S", "O", "O", "F", "N", "S", "O", "O", "F", "S", "O", "O", "F", "N", "S", "O", "O", "F", "S", "O", "O", "F"],
  "coordinates": [[-2.34173, -0.73680, 2.17348], [-3.13940, 0.53960, 2.68933], [-3.04035, 0.55493, 4.19689], [-3.66467, 1.69173, 4.89933], [-5.01369, 1.89320, 4.77068], [-2.55191, 1.85154, 2.15070], [-2.17799, 1.77006, 1.21601], [-3.27733, 2.55363, 2.12013], [-1.81073, 2.31466, 2.65694], [-2.63583, -1.67463, 2.64474], [-1.28280, -0.61901, 2.40339], [-2.40020, -0.91193, 1.09923], [-4.15477, 0.45568, 2.30192], [-1.96205, 0.57148, 4.35532], [-3.53232, -0.34138, 4.57463], [-5.27678, 2.81193, 5.29491], [-5.63130, 1.06868, 5.12682], [-5.38080, 1.95445, 3.74620], [-1.96473, 6.55953, -0.16209], [-1.78135, 5.26505, -0.87089], [-0.39207, 5.03441, -1.49030], [-0.11959, 6.08798, -2.53359], [0.05665, 5.56857, -3.80613], [-2.01862, 4.28450, 0.22354], [-2.94981, 4.03035, 0.52085], [-1.67576, 3.40070, -0.12494], [-1.45081, 4.42476, 1.04695], [-1.20778, 6.93522, 0.52637], [-2.96738, 6.74545, 0.22292], [-2.00604, 7.26795, -0.98945], [-2.55456, 5.05416, -1.60966], [-0.25472, 4.00473, -1.82046], [0.38686, 5.15461, -0.73734], [0.90340, 4.89052, -3.91276], [-0.06411, 6.30727, -4.59850], [-0.87877, 5.04997, -4.01624], [-9.70649, 1.01247, 1.57829], [-8.44616, 0.12171, 1.64817], [-8.21007, -0.35591, 0.23962], [-7.00700, -1.29429, 0.16398], [-6.92841, -2.48268, -1.31360], [-5.63764, -3.67907, -0.90098], [-4.17648, -3.11442, -0.69618], [-3.11717, -4.24734, -0.53752], [-3.21301, -5.23038, 0.68199], [-6.39438, -1.71435, -2.86147], [-6.04270, -0.15461, -2.67617], [-5.74687, 0.60684, -3.99389], [-6.88013, 0.84141, -4.89072], [-8.51782, -3.41790, -1.65598], [-9.02135, -4.38510, -0.50038], [-10.30261, -5.18763, -0.90641], [-10.82833, -6.10213, 0.18658], [-10.55892, 0.43043, 1.22803], [-9.57064, 1.84501, 0.88798], [-9.92896, 1.40245, 2.57152], [-8.56898, -0.81425, 2.19314], [-7.63683, 0.67330, 2.12654], [-8.16152, 0.43260, -0.51139], [-9.09286, -0.95328, 0.01175], [-7.13104, -1.92081, 1.04725], [-6.15563, -0.70800, 0.50970], [-5.74452, -4.49530, -1.61542], [-6.05800, -4.14221, -0.00829], [-4.18364, -2.35386, 0.08459], [-3.80889, -2.63361, -1.60271], [-2.13453, -3.81757, -0.73195], [-3.20405, -4.89237, -1.41188], [-2.43731, -5.99603, 0.66925], [-4.18623, -5.71905, 0.72816], [-3.21117, -4.71898, 1.64457], [-7.35108, -1.85335, -3.36496], [-5.60149, -2.30815, -3.31626], [-5.20274, -0.05070, -1.98932], [-6.93101, 0.28338, -2.22100], [-4.87642, 0.04624, -4.33468], [-5.32500, 1.56931, -3.70449], [-7.41920, 1.72473, -4.54827], [-7.61796, 0.04077, -4.94255], [-6.69422, 0.95851, -5.95835], [-8.11255, -3.98539, -2.49372], [-9.18919, -2.65565, -2.05138], [-9.33114, -3.66958, 0.26131], [-8.25463, -5.04418, -0.09312], [-10.04030, -5.89841, -1.69005], [-10.87031, -4.35272, -1.31717], [-10.26242, -7.03316, 0.15433], [-11.82274, -6.50155, -0.01268], [-10.71342, -5.81453, 1.23165], [4.26715, 1.20881, 3.34699], [3.21894, 0.02781, 3.23335], [2.22515, -0.10574, 4.40314], [2.62243, -0.75102, 5.78559], [1.52801, -0.59878, 7.19547], [2.20934, -0.21817, 8.86216], [2.93206, 1.07174, 9.17712], [3.38078, 1.13008, 10.63951], [4.52257, 0.26346, 11.06902], [0.54814, 0.96379, 6.92951], [-0.53524, 1.42894, 7.93826], [-1.24326, 2.63514, 7.38666], [-0.56470, 4.05092, 7.50482], [0.18902, -1.90272, 7.10229], [-0.68486, -2.17921, 5.78061], [-1.88354, -3.00263, 6.06425], [-1.72331, -4.50105, 6.01649], [5.11962, 1.01927, 2.69472], [4.45828, 1.40575, 4.40188], [3.85106, 2.16199, 3.02077], [3.78333, -0.89991, 3.13900], [2.76145, 0.11864, 2.24819], [1.26108, -0.50673, 4.09027], [2.06087, 0.93346, 4.68807], [3.61941, -0.50594, 6.15174], [2.73040, -1.81651, 5.58266], [2.84878, -1.09987, 8.81945], [1.39488, -0.39437, 9.56480], [2.48619, 2.05185, 9.00779], [3.80677, 1.18901, 8.53741], [2.47200, 0.94198, 11.21121], [3.68929, 2.15340, 10.85333], [5.33806, 0.55409, 10.40673], [4.31138, -0.76117, 10.76302], [4.81196, 0.48993, 12.09521], [0.07548, 0.83416, 5.95592], [1.34974, 1.70221, 6.91330], [-0.10009, 1.58949, 8.92465], [-1.41961, 0.82154, 8.13079], [-2.26257, 2.66592, 7.77159], [-1.39385, 2.50439, 6.31506], [-1.20337, 4.91354, 7.31486], [0.25453, 4.11935, 6.78906], [-0.05012, 4.14086, 8.46149], [-0.51933, -1.60754, 7.87637], [0.77523, -2.80705, 7.26555], [-0.21288, -2.54600, 4.86913], [-1.07875, -1.20920, 5.47724], [-2.61956, -2.79687, 5.28705], [-2.25207, -2.56287, 6.99101], [-2.56740, -4.97833, 6.51429], [-0.74111, -4.66217, 6.46082], [-1.75038, -4.86778, 4.99039], [6.39920, 2.46332, 0.05458], [6.67728, 3.56606, -1.05961], [5.39648, 4.26134, -1.58189], [5.56796, 5.06427, -2.93334], [5.41549, 4.07157, -4.48119], [4.23137, 2.60172, -4.32422], [3.81027, 2.00386, -5.65950], [2.91223, 0.88280, -5.65244], [1.58501, 1.08668, -5.01959], [4.76481, 5.22466, -5.78051], [3.24995, 5.58327, -5.43709], [2.82607, 6.75557, -6.42505], [3.59083, 8.13491, -6.42091], [7.13382, 3.44996, -4.98578], [7.61235, 3.04069, -6.40682], [9.11645, 2.83555, -6.53866], [9.93532, 4.10644, -6.43429], [6.33598, 1.43222, -0.29320], [5.47373, 2.80080, 0.52116], [7.08952, 2.48440, 0.89785], [7.30914, 3.10771, -1.82037], [7.29600, 4.41792, -0.77744], [5.06284, 4.83536, -0.71742], [4.66516, 3.49480, -1.83821], [6.55505, 5.49494, -3.10152], [4.95657, 5.95612, -3.07080], [3.31480, 2.93074, -3.83460], [4.80527, 1.89269, -3.72755], [4.70908, 1.70958, -6.20140], [3.30370, 2.74235, -6.28090], [3.40534, -0.00556, -5.25778], [2.83054, 0.40689, -6.62964], [1.02119, 1.99824, -5.21777], [1.82705, 1.04605, -3.95759], [1.00521, 0.17214, -5.14422], [4.90790, 4.69920, -6.72472], [5.49311, 6.03228, -5.70682], [3.14767, 5.86167, -4.38823], [2.59218, 4.75059, -5.68623], [1.75802, 6.95328, -6.51600], [2.89348, 6.42414, -7.46124], [4.64873, 8.20091, -6.67507], [3.46673, 8.49551, -5.39979], [3.02994, 8.64173, -7.20617], [7.17463, 2.65903, -4.23685], [7.88534, 4.11818, -4.56530], [7.40142, 3.87145, -7.08019], [7.10922, 2.14111, -6.76138], [9.39709, 2.32082, -7.45757], [9.48367, 2.18491, -5.74500], [10.97517, 3.79333, -6.34066], [9.61383, 4.64468, -5.54265], [9.89356, 4.85613, -7.22442], [3.38199, 0.00308, -1.20993], [4.43489, -1.08855, -1.47071], [4.17009, -2.20356, -2.50977], [3.36468, -3.33694, -1.87241], [2.67858, -4.57451, -2.99343], [3.74370, -4.93708, -4.45768], [5.18333, -5.18965, -3.97353], [6.08127, -6.06169, -4.81306], [6.11470, -7.61098, -4.54744], [1.08424, -3.78397, -3.60346], [0.98015, -2.38894, -4.28559], [-0.50450, -1.74709, -4.10840], [-1.57433, -2.44522, -4.99131], [2.28016, -6.16006, -2.10215], [3.39705, -7.13130, -1.64021], [2.79771, -8.46484, -1.32411], [3.73288, -9.65513, -1.26583], [3.74514, 0.44705, -0.28306], [2.39589, -0.42737, -1.03548], [3.27897, 0.70737, -2.03544], [4.68602, -1.47419, -0.48262], [5.33832, -0.70990, -1.94876], [5.10567, -2.66405, -2.82718], [3.61526, -1.81954, -3.36581], [2.54817, -2.94142, -1.26828], [3.86906, -4.03263, -1.20179], [3.79610, -4.12281, -5.18041], [3.40841, -5.87597, -4.89834], [5.36498, -5.58297, -2.97334], [5.56444, -4.16848, -3.96418], [7.10582, -5.69140, -4.77741], [5.62597, -5.96242, -5.79843], [6.84344, -7.77642, -3.75392], [6.57964, -8.11446, -5.39505], [5.12162, -8.02973, -4.38454], [0.50857, -3.86455, -2.68139], [0.62902, -4.54549, -4.23669], [1.47933, -2.48920, -5.24937], [1.63567, -1.66562, -3.80061], [-0.63108, -0.71807, -4.44484], [-0.70266, -1.63559, -3.04239], [-1.27866, -2.81519, -5.97305], [-2.49580, -1.87289, -5.09821], [-2.05255, -3.27180, -4.46577], [1.59917, -6.75208, -2.71358], [1.61564, -6.01956, -1.24963], [3.82211, -6.62494, -0.77359], [4.18372, -7.21463, -2.39008], [1.98611, -8.66477, -2.02369], [2.37532, -8.40037, -0.32135], [4.23872, -9.82653, -2.21601], [3.04258, -10.49866, -1.27343], [4.30258, -9.58037, -0.33957], [-4.69875, 3.59571, 1.40023], [-5.61208, 4.58304, 2.13095], [-6.79516, 3.94845, 2.76652], [-5.95492, 5.88644, 1.62133], [-4.65048, 4.84556, 3.40453], [-5.61430, 3.56737, -0.02187], [-5.12448, 4.50964, -1.08468], [-7.05668, 3.24773, 0.00608], [-4.96577, 2.14878, -0.54737], [2.29585, -4.44453, 1.81388], [1.02306, -3.69016, 1.45753], [0.13561, -3.23083, 2.51482], [0.45906, -3.95815, 0.12821], [1.80106, -2.29555, 1.12880], [1.42767, -5.71525, 2.64046], [0.24751, -6.17948, 1.95708], [1.53430, -5.84967, 4.01676], [2.53648, -6.82691, 2.27615], [-1.18542, 1.80391, -0.29951], [-1.70662, 0.97267, -1.70362], [-2.61026, -0.14899, -1.59043], [-0.97113, 1.17923, -2.93189], [-2.81249, 2.17099, -2.01727], [0.07614, 1.05947, -0.23637], [1.16549, 1.69790, -0.96661], [0.00019, -0.42272, -0.07181], [0.49659, 1.54975, 1.22312], [-0.62494, 4.74578, 2.53388], [0.44222, 3.92642, 3.68135], [0.06081, 2.55186, 4.04545], [1.28900, 4.72478, 4.60453], [1.60656, 3.59393, 2.54188], [-1.18308, 5.56968, 3.73815], [-0.57038, 6.83591, 4.08569], [-1.92093, 4.85135, 4.83067], [-2.51715, 6.05887, 2.91123]],
  "atomic_forces_ev_per_a": [[0.15, 1.17, 0.16], [0.78, -1.16, -0.65], [-1.68, 1.39, 0.63], [3.17, -1.12, -0.90], [-1.82, -0.32, -0.62], [-0.55, -0.67, 0.41], [-0.04, -0.55, -0.72], [-0.96, 0.35, -0.03], [0.71, -0.42, 1.23], [-0.38, 0.27, 0.28], [0.13, 0.02, 0.01], [-0.18, 0.33, -0.07], [-0.05, 0.48, 0.07], [-0.11, 0.15, 0.85], [0.33, -0.33, 0.04], [0.07, -0.13, -0.10], [0.09, -0.34, 0.76], [0.30, 0.56, -0.44], [-0.73, 2.61, -1.94], [-0.35, -0.06, 0.95], [0.55, 1.53, -0.46], [-0.01, -0.93, 2.50], [-2.05, -0.87, -0.75], [0.91, -1.83, -1.17], [-1.12, 1.08, -0.10], [0.24, -0.55, -0.27], [0.37, 0.77, 0.71], [0.12, -0.63, 0.04], [0.01, -0.74, 0.50], [0.48, 0.57, 0.00], [-0.06, 0.31, -0.01], [-0.23, 0.05, -0.73], [-0.01, 0.30, 0.21], [0.17, 0.16, -0.10], [1.03, 0.65, 0.38], [0.06, -1.07, -0.27], [0.26, -0.44, 0.82], [-0.73, 0.60, -0.50], [0.23, -0.65, -0.91], [-0.69, -0.40, 0.15], [1.15, 0.64, 1.59], [-0.05, 0.07, 0.64], [-0.36, -1.28, -0.59], [-0.51, -0.80, 0.36], [-0.36, 1.14, -0.19], [-0.63, 1.68, 0.66], [-1.04, -0.88, -0.53], [2.00, -0.90, 1.90], [-1.85, -0.10, -1.24], [1.82, -0.46, 0.89], [-0.63, 1.03, -0.64], [1.73, 0.61, -0.09], [-0.03, -0.84, 0.27], [-0.08, -0.02, 0.06], [0.20, 0.01, 0.12], [-0.17, 0.13, -0.13], [-0.41, 0.21, 0.62], [0.27, 0.07, -0.32], [0.08, 0.20, 0.21], [-0.28, 0.03, -0.28], [-0.09, -0.81, -0.13], [0.76, -0.17, -1.16], [0.49, 0.06, -0.44], [0.44, -0.04, 0.52], [0.12, -0.20, 0.21], [-0.51, 0.41, -0.13], [0.19, 0.14, 0.86], [-0.39, -0.06, -0.31], [0.02, 0.21, -0.02], [-0.09, -0.25, -0.52], [0.58, 0.25, 0.04], [0.27, 0.37, -1.07], [-0.09, 0.02, -0.02], [-0.04, -0.05, -0.03], [0.08, 0.13, 0.25], [-0.05, 0.03, -1.04], [0.06, 0.06, 0.15], [-0.12, 0.03, -0.13], [-0.06, -0.33, 0.49], [0.67, 0.40, 0.11], [-0.36, -0.25, -0.39], [-0.49, -0.29, 0.24], [0.02, -0.30, 0.55], [0.26, 0.20, -0.20], [-0.02, 0.48, -0.56], [-1.13, -0.67, 0.12], [0.45, -0.01, -0.14], [-0.27, 0.61, 0.11], [-0.37, 0.65, -0.13], [-1.61, -0.40, 0.20], [1.63, -0.27, 0.12], [-0.32, 1.92, 0.94], [1.37, -1.18, -1.09], [-4.13, 2.96, -1.01], [-0.19, -1.61, -1.12], [1.56, 0.75, -0.36], [-0.79, 0.62, 0.23], [0.23, 0.02, -1.40], [-0.04, -1.13, 0.22], [0.27, -0.21, 0.16], [-0.27, 2.53, -0.77], [0.67, -1.24, 0.16], [1.02, -0.54, -1.13], [1.27, 2.06, -0.25], [-1.32, 0.16, -0.17], [0.29, 0.30, 0.42], [0.26, -0.10, 0.55], [0.84, -0.31, -0.02], [-0.38, -0.07, -0.25], [0.16, -0.19, 0.07], [-0.72, 0.01, 0.33], [0.10, -0.16, -0.07], [-0.61, 0.21, -0.22], [0.21, 0.54, -0.25], [-0.11, -0.41, 0.25], [0.76, 0.02, 1.45], [-0.09, -0.24, -0.06], [-1.20, -0.50, -0.27], [0.37, -0.41, -0.13], [0.00, 0.03, 0.42], [-0.31, 0.20, -0.07], [0.47, 0.00, 0.21], [0.17, -0.35, 0.94], [-0.10, -0.69, -0.04], [0.23, 0.44, -0.17], [-0.24, 0.44, -0.44], [0.13, 0.28, 0.07], [0.60, -1.27, -0.29], [0.07, 0.16, 0.31], [-0.11, -0.27, -0.12], [-0.19, -0.37, 0.14], [-0.06, 0.00, -0.22], [-0.32, 0.20, 0.36], [0.20, -0.47, 0.32], [-0.52, -0.43, 0.79], [0.90, -0.14, 0.36], [0.08, 0.30, 0.01], [-0.22, 0.56, 0.04], [-0.63, -0.68, 0.28], [0.40, -0.21, 0.37], [-0.20, -1.06, 0.14], [0.38, 0.12, -0.03], [-0.16, 1.95, -0.06], [0.44, -0.55, -0.04], [0.48, -0.85, -1.07], [0.56, -0.46, 0.22], [-0.30, -0.26, -1.46], [0.58, 1.00, -0.19], [2.00, 1.90, -1.27], [-0.54, -3.09, -0.79], [0.00, -0.98, 1.54], [-0.65, -1.17, 1.77], [1.01, 1.56, -2.21], [1.03, -0.18, -0.82], [-1.22, -1.43, 0.64], [-0.31, -0.14, 0.99], [-0.66, 0.24, -0.12], [0.46, -0.02, 0.33], [0.21, 0.24, 0.47], [-0.18, 0.25, -0.31], [-0.38, -0.55, 0.02], [0.44, 0.09, -0.34], [-0.32, -0.15, -0.54], [0.24, -0.26, 0.86], [-0.45, 0.38, -0.53], [-0.37, 0.01, 0.53], [0.46, -0.08, 0.51], [-0.60, -0.30, 0.25], [0.26, 0.13, 0.60], [-0.33, -0.22, 0.28], [0.19, 0.11, -0.20], [0.28, 0.56, 0.03], [0.09, -0.07, 1.22], [-0.29, 0.97, -0.84], [0.11, -0.11, -0.35], [-0.59, 0.47, 0.47], [-0.37, 0.47, -0.32], [-0.23, 0.21, -0.15], [-0.36, 0.47, -0.27], [-0.10, 0.05, -0.05], [0.20, -0.18, 0.31], [-0.21, 0.16, 1.31], [0.74, -0.81, -0.12], [-0.02, -0.65, -0.07], [-0.10, 0.87, -0.29], [0.20, 0.84, 0.51], [0.34, -0.78, -0.25], [-0.32, 0.61, -0.03], [-0.47, -0.06, -0.19], [-0.25, 0.13, 0.03], [-0.49, -0.04, -0.16], [-0.12, -0.20, 0.15], [0.07, 0.38, 0.20], [0.44, 0.09, 0.26], [-0.33, -0.42, -0.42], [0.59, -1.16, -0.34], [0.35, -0.07, -1.10], [-0.57, -0.86, 1.31], [-0.33, -0.98, -0.08], [-1.64, 0.71, -1.03], [0.53, -1.15, 1.44], [1.02, 0.79, 1.00], [-0.75, -1.19, -1.44], [0.62, 1.37, -0.05], [0.05, -1.05, 0.38], [-0.29, 0.59, 1.46], [0.74, -0.65, -2.17], [-1.05, -0.83, 1.53], [-0.40, -0.30, -0.41], [0.40, 1.70, -0.51], [-0.33, -0.14, 0.65], [-1.11, -0.10, -0.56], [-0.49, 0.67, -0.17], [0.11, -0.06, 0.13], [0.13, 0.17, 0.19], [0.27, -0.51, -0.24], [0.30, 0.93, 0.73], [0.08, 0.50, -0.19], [0.23, 0.14, -0.12], [-0.39, -0.12, -0.10], [0.88, 0.63, 0.45], [-0.51, -0.12, 0.01], [-0.60, 0.18, -0.25], [-0.91, 0.33, 0.52], [0.66, -0.20, 0.14], [-0.13, 0.07, -0.29], [0.77, 0.15, -0.65], [-0.57, -0.33, 0.52], [-0.28, 0.10, -0.22], [0.17, -0.11, 0.27], [-0.26, 0.45, 0.24], [-0.07, -0.04, -0.28], [-0.94, 0.19, -0.63], [0.02, -0.06, 0.48], [1.15, 0.11, -0.05], [-0.24, -0.77, 0.03], [0.37, 0.30, 0.12], [0.34, 0.83, -0.35], [0.53, -0.74, 0.07], [0.07, 0.25, -0.86], [0.15, 0.95, 0.29], [0.41, -0.42, 0.23], [-0.05, -0.10, -0.07], [-0.09, -0.07, -0.06], [-0.50, 0.09, -0.05], [0.82, 0.39, 0.30], [0.25, -0.37, 0.73], [0.48, -0.50, -0.48], [-0.47, -0.77, -3.86], [-5.76, 3.17, 8.38], [2.76, 0.40, -1.47], [1.65, -1.14, -0.88], [-0.43, -0.39, -1.27], [-0.48, -1.09, -5.73], [-1.03, -2.31, 3.55], [3.61, 0.95, 0.62], [-0.31, 0.75, 0.82], [-1.29, -3.63, 2.79], [-2.13, 5.78, -3.70], [0.37, -1.15, -0.60], [0.34, -0.12, 1.73], [0.05, -0.13, -0.02], [2.91, -3.40, -2.98], [0.53, 0.95, 0.35], [-0.54, 1.61, 2.99], [-0.17, 0.23, -0.87], [-5.30, -0.86, -3.40], [-6.08, 3.07, -4.23], [1.86, 0.60, 0.97], [0.88, -1.10, 2.10], [0.65, -0.62, 0.88], [10.79, -3.53, 3.93], [-1.70, -1.36, -0.08], [-0.20, 3.52, -1.41], [-0.58, -0.37, 0.41], [3.17, -2.45, 3.27], [5.63, -2.55, -1.20], [-0.45, 2.58, -0.58], [-3.10, -1.69, -1.95], [-1.34, 0.38, 0.66], [-7.58, 5.42, 3.36], [-0.03, -2.16, -0.74], [3.03, 0.51, -2.52], [1.15, -0.04, -0.22]],
  "lowdin_charge": [-0.01, -0.24, -0.14, -0.17, -0.13, 0.25, 0.07, 0.08, 0.11, 0.09, 0.07, 0.06, 0.14, 0.11, 0.13, 0.11, 0.09, 0.05, -0.04, -0.30, -0.09, -0.16, -0.13, 0.18, 0.08, 0.04, 0.05, 0.10, 0.10, 0.09, 0.15, 0.10, 0.13, 0.07, 0.09, 0.09, -0.08, -0.25, -0.29, -0.24, 1.04, -0.28, -0.20, -0.23, -0.07, -0.23, -0.20, -0.27, -0.11, -0.23, -0.22, -0.25, -0.11, 0.07, 0.08, 0.08, 0.11, 0.11, 0.10, 0.10, 0.09, 0.09, 0.10, 0.08, 0.09, 0.08, 0.09, 0.10, 0.07, 0.06, 0.06, 0.07, 0.10, 0.08, 0.09, 0.10, 0.11, 0.09, 0.07, 0.08, 0.09, 0.10, 0.10, 0.10, 0.11, 0.11, 0.07, 0.08, 0.08, -0.07, -0.22, -0.20, -0.25, 1.05, -0.26, -0.24, -0.28, -0.10, -0.26, -0.23, -0.25, -0.07, -0.20, -0.23, -0.30, -0.07, 0.06, 0.07, 0.05, 0.10, 0.08, 0.10, 0.07, 0.09, 0.10, 0.09, 0.11, 0.11, 0.11, 0.11, 0.12, 0.08, 0.07, 0.09, 0.06, 0.09, 0.10, 0.11, 0.11, 0.07, 0.07, 0.04, 0.07, 0.09, 0.08, 0.10, 0.07, 0.10, 0.11, 0.08, 0.08, 0.08, -0.07, -0.23, -0.21, -0.23, 1.08, -0.23, -0.28, -0.31, -0.08, -0.25, -0.21, -0.24, -0.09, -0.24, -0.23, -0.27, -0.11, 0.06, 0.06, 0.07, 0.08, 0.11, 0.12, 0.08, 0.09, 0.09, 0.09, 0.09, 0.11, 0.11, 0.11, 0.12, 0.10, 0.06, 0.05, 0.09, 0.09, 0.09, 0.08, 0.09, 0.10, 0.06, 0.07, 0.08, 0.07, 0.08, 0.11, 0.10, 0.12, 0.11, 0.08, 0.06, 0.08, -0.09, -0.23, -0.22, -0.27, 1.07, -0.23, -0.29, -0.24, -0.08, -0.25, -0.19, -0.20, -0.10, -0.23, -0.24, -0.28, -0.09, 0.07, 0.05, 0.05, 0.11, 0.09, 0.09, 0.09, 0.08, 0.10, 0.10, 0.10, 0.11, 0.09, 0.11, 0.10, 0.07, 0.07, 0.06, 0.08, 0.09, 0.10, 0.06, 0.06, 0.09, 0.08, 0.06, 0.06, 0.09, 0.09, 0.12, 0.08, 0.11, 0.11, 0.07, 0.08, 0.09, -0.32, 0.46, -0.31, -0.24, -0.19, 0.66, -0.29, -0.26, -0.24, -0.24, 0.41, -0.31, -0.33, -0.24, 0.53, -0.29, -0.23, -0.22, -0.30, 0.63, -0.25, -0.24, -0.22, 0.42, -0.28, -0.27, -0.18, -0.26, 0.66, -0.31, -0.26, -0.24, 0.49, -0.25, -0.29, -0.23]
}